18
Properties=species:S:1:pos:R:3 method="wB97M-V/def2-TZVPD" lumo_energy_ev=0.48 de_lowest_ev=4.906 orbital_gap_ev=8.8 charge=0
C -2.1812 0.5272 0.7717
C -1.6184 -0.8784 0.9381
C 1.0873 -1.0840 0.5263
C 1.0818 -0.3468 -0.7063
C 2.4139 0.4554 -0.7568
C 1.1442 1.1774 -0.6224
H -1.7054 1.0419 -0.0711
H -1.9979 1.1278 1.6689
H -3.2611 0.5121 0.5890
H -2.1466 -1.4507 1.7078
H -1.6668 -1.4451 0.0004
H 0.8212 -2.1374 0.3005
H -0.5672 -0.8122 1.2750
H 0.7526 -0.7447 -1.6690
H 3.0407 0.3581 0.1219
H 2.9195 0.4209 -1.7161
H 0.7557 1.6997 -1.4920
H 0.8929 1.6128 0.3397


62
Properties=species:S:1:pos:R:3 method="wB97M-V/def2-TZVPD" lumo_energy_ev=0.67 de_lowest_ev=1.573 orbital_gap_ev=9.1 charge=0 smiles="CCOc1cccc(CN2CCC(Oc3ccc(C(=O)N4CCCC4)cc3)CC2)c1"
C 1.6847 -0.5928 4.9303
C 2.9560 -1.1770 5.5410
O 4.1281 -0.5360 5.0828
C 4.6069 -0.7998 3.8349
C 5.7139 -0.0423 3.4477
C 6.2947 -0.2437 2.2139
C 5.7810 -1.1900 1.3417
C 4.6786 -1.9472 1.7097
C 4.0588 -2.9282 0.7426
N 3.0384 -2.3556 -0.1267
C 1.8790 -1.8556 0.5825
C 0.7552 -1.5644 -0.4078
C 1.2221 -0.5222 -1.4261
O 0.2612 -0.3091 -2.4471
C -0.8172 0.4838 -2.2258
C -1.6837 0.6259 -3.3139
C -2.8156 1.4044 -3.2189
C -3.1152 2.0709 -2.0333
C -4.2905 2.9783 -1.8951
O -4.1884 4.0969 -1.4177
N -5.4794 2.5111 -2.3386
C -5.8295 1.1401 -2.6473
C -7.2658 1.0176 -2.1407
C -7.8385 2.3961 -2.4660
C -6.6699 3.3340 -2.1713
C -2.2374 1.9545 -0.9639
C -1.1074 1.1615 -1.0449
C 2.4891 -1.0424 -2.1012
C 3.5476 -1.3604 -1.0495
C 4.0994 -1.7513 2.9587
H 0.8139 -1.0771 5.3638
H 1.6353 0.4737 5.1355
H 1.6680 -0.7360 3.8525
H 2.9591 -1.0036 6.6209
H 3.0113 -2.2591 5.3676
H 6.1003 0.6904 4.1382
H 7.1551 0.3422 1.9265
H 6.2439 -1.3452 0.3786
H 3.5876 -3.7485 1.2921
H 4.8318 -3.3501 0.0946
H 2.1087 -0.9352 1.1518
H 1.5495 -2.6229 1.2876
H -0.1325 -1.2187 0.1244
H 0.5000 -2.4786 -0.9456
H 1.4497 0.4271 -0.9190
H -1.4356 0.1137 -4.2302
H -3.4562 1.5184 -4.0801
H -5.1412 0.4419 -2.1688
H -5.8011 0.9738 -3.7317
H -7.8089 0.2066 -2.6212
H -7.2679 0.8542 -1.0624
H -8.7174 2.6385 -1.8729
H -8.1070 2.4464 -3.5219
H -6.6296 4.1919 -2.8471
H -6.6961 3.7202 -1.1467
H -2.4509 2.4953 -0.0540
H -0.4589 1.0923 -0.1858
H 2.8671 -0.2987 -2.8034
H 2.2382 -1.9468 -2.6557
H 3.8386 -0.4287 -0.5313
H 4.4334 -1.7695 -1.5403
H 3.2554 -2.3650 3.2341


12
Properties=species:S:1:pos:R:3 method="wB97M-V/def2-TZVPD" lumo_energy_ev=0.77 de_lowest_ev=3.290 orbital_gap_ev=7.7 charge=0 smiles="C=C/C=C/N"
C 0.4016 -1.1844 2.0461
C 0.7323 -0.7776 0.7984
C -0.0830 0.2199 0.1859
C 0.1236 0.5352 -1.1127
N -0.5479 1.4072 -1.8952
H 1.0323 -1.4323 2.8927
H -0.6376 -1.3577 2.2755
H 1.2370 -1.4742 0.1238
H -0.8734 0.8086 0.6632
H 0.5507 -0.3155 -1.7564
H -0.9208 1.4166 -2.8251
H -1.0148 2.1541 -1.3961


9
Properties=species:S:1:pos:R:3 method="wB97M-V/def2-TZVPD" lumo_energy_ev=4.97 de_lowest_ev=1.365 orbital_gap_ev=8.4 charge=-1
O -2.0316 0.2384 0.8708
H -2.8534 0.7262 0.9356
N -0.0893 -0.6549 -0.5841
C 0.9074 0.2237 -0.3555
N 2.1836 0.0216 -0.4662
H -0.1122 -1.5855 -0.9781
H -1.0091 -0.3977 -0.0322
H 0.4558 1.1640 0.1420
H 2.5488 0.2643 0.4677


9
Properties=species:S:1:pos:R:3 method="wB97M-V/def2-TZVPD" lumo_energy_ev="-0.63 / -0.59" de_lowest_ev=5.900 orbital_gap_ev="7.5 / 6.9" charge=0
C -0.1488 -0.6755 -0.3382
C 1.0067 0.8793 0.9672
O -2.1982 -1.7711 -2.5070
O -0.0505 -0.0874 0.8044
S -2.5041 -1.5035 -1.0747
H 0.3658 -0.1539 -1.1185
H 1.7876 0.2165 1.3281
H 0.6742 1.5052 1.8493
H 1.0673 1.5904 0.0893


134
Properties=species:S:1:pos:R:3 method="wB97M-V/def2-TZVPD" lumo_energy_ev=-1.09 orbital_gap_ev=6.7 charge=0 smiles="CCCCN(CCCCC1=C(CCCCn2cccc2)C(=O)C(CCCCOC)=CC1=O)C(=S)SCCC.CN(C)C=O.CN(C)C=O.CN(C)C=O.CN(C)C=O"
C 1.2962 2.8214 3.4996
C 0.1012 3.8271 3.9975
C -0.5834 4.7349 2.8171
C 0.4927 5.6066 1.9138
N 0.8509 4.8124 0.6792
C -0.2252 4.8303 -0.3782
C -0.0830 3.3986 -1.2180
C -0.0780 2.0784 -0.2446
C 1.0458 1.0123 -0.8723
C 0.2138 0.1647 -2.0378
C -0.6894 -1.0115 -1.7145
C -0.9123 -1.5377 -0.1746
C 0.4224 -2.1603 0.5455
C 0.1266 -3.5995 1.3306
C 0.8032 -3.5843 2.8590
N 0.0501 -2.5973 3.7618
C -1.4710 -2.6728 3.8652
C -1.9216 -1.4510 4.8606
C -0.5437 -0.7106 5.3544
C 0.7116 -1.4934 4.6090
C -1.4524 -1.6678 -3.0506
O -1.6677 -2.9794 -3.2079
C -1.9580 -0.5334 -4.1696
C -3.3934 -0.5825 -4.9602
C -4.1644 0.8613 -4.6195
C -5.7553 0.6677 -4.2408
C -5.8990 0.7230 -2.5760
O -5.1495 -0.3732 -1.9304
C -6.0611 -1.3553 -1.2972
C -1.0634 0.6496 -4.4869
C 0.3654 0.6860 -3.6183
O 1.5162 1.1323 -4.1354
C 2.2278 5.1204 0.1465
S 2.6270 5.7418 -1.3825
S 3.7008 4.7297 1.2990
C 4.2471 2.9503 1.0885
C 4.4783 2.4736 -0.4659
C 4.4753 0.8101 -0.4714
H 2.1635 2.9085 4.3150
H 1.6720 2.9920 2.4049
H 0.9286 1.6873 3.5445
H -0.7675 3.1270 4.4226
H 0.4213 4.4974 4.9327
H -1.3843 5.5085 3.2467
H -1.2267 3.9829 2.1508
H 1.3924 5.8611 2.6210
H 0.0117 6.6314 1.5700
H -0.2420 5.7754 -1.0666
H -1.3076 4.7757 0.1223
H 0.7900 3.4155 -2.0110
H -1.0863 3.3292 -1.8609
H 0.0830 2.2969 0.8934
H -1.1172 1.4956 -0.3187
H 1.9161 1.6740 -1.3151
H 1.5312 0.3274 -0.0542
H -1.4101 -0.6602 0.4569
H -1.7218 -2.4069 -0.1901
H 0.7149 -1.3993 1.4178
H 1.3462 -2.2727 -0.1647
H 0.6829 -4.4370 0.7240
H -1.0158 -3.8613 1.3644
H 1.9144 -3.2299 2.7638
H 0.8364 -4.6790 3.3210
H -2.1110 -3.4940 3.2956
H -3.0495 -1.2089 5.1237
H -0.4965 0.2162 6.0684
H 1.8521 -1.2131 4.7112
H -4.0343 -1.4369 -4.4637
H -3.2708 -0.6990 -6.1260
H -3.9763 1.6188 -5.5044
H -3.6482 1.3147 -3.6461
H -6.3337 1.6054 -4.6500
H -6.2310 -0.3311 -4.6804
H -5.4574 1.7391 -2.1423
H -7.0432 0.7190 -2.2524
H -7.0417 -1.4578 -1.9529
H -5.5064 -2.3954 -1.3054
H -6.3221 -0.9905 -0.1962
H -1.3574 1.5039 -5.2441
H 3.5487 2.1601 1.6024
H 5.3085 2.8626 1.6246
H 5.5843 2.7793 -0.7784
H 3.7427 2.9461 -1.2442
H 5.5887 0.3881 -0.4138
H 3.9776 0.4229 -1.4615
H 3.9134 0.3470 0.4494
C -6.7128 5.7402 -1.4666
N -5.3364 5.3431 -1.2521
C -4.5727 4.8385 -2.3745
C -4.7316 5.4301 -0.0164
O -3.5752 5.1120 0.2319
H -7.2772 4.8778 -1.8325
H -6.7386 6.5392 -2.2130
H -7.1681 6.1001 -0.5398
H -4.2331 3.8235 -2.1464
H -3.6970 5.4771 -2.5251
H -5.1811 4.8276 -3.2829
H -5.4018 5.8262 0.7645
C 3.9598 -2.4327 -5.0814
N 4.8586 -1.4722 -4.4750
C 4.3774 -0.1300 -4.2208
C 6.1546 -1.7942 -4.1330
O 6.9635 -1.0316 -3.6191
H 3.6413 -2.0531 -6.0564
H 3.0874 -2.5590 -4.4338
H 4.4500 -3.4008 -5.2159
H 5.0057 0.5823 -4.7642
H 4.4544 0.0788 -3.1493
H 3.3379 -0.0242 -4.5426
H 6.4159 -2.8390 -4.3696
C -0.3833 -6.5461 7.7217
N 0.5285 -5.6016 7.1097
C 0.2625 -4.1847 7.2484
C 1.6390 -6.0075 6.4009
O 2.4474 -5.2629 5.8604
H -1.3814 -6.3994 7.2993
H -0.4106 -6.3640 8.7999
H -0.0644 -7.5761 7.5397
H 0.1471 -3.7450 6.2530
H 1.1133 -3.7098 7.7465
H -0.6465 -4.0170 7.8325
H 1.7456 -7.1042 6.3577
C 3.5977 -5.7061 -2.3901
N 3.5685 -4.5931 -1.4636
C 4.0741 -4.7894 -0.1207
C 3.0757 -3.3555 -1.8187
O 3.0224 -2.3758 -1.0857
H 3.0034 -6.5262 -1.9772
H 4.6337 -6.0323 -2.5189
H 3.1880 -5.4202 -3.3627
H 3.2734 -4.5804 0.5953
H 4.8960 -4.0890 0.0561
H 4.4291 -5.8148 0.0131
H 2.7177 -3.3170 -2.8609


78
Properties=species:S:1:pos:R:3 method="wB97M-V/def2-TZVPD" lumo_energy_ev=-3.26 de_lowest_ev=0.619 orbital_gap_ev=6.9 charge=+1
Pt 0.2238 0.2765 -0.1339
C 1.2019 -6.5898 2.4448
C 2.5075 -5.8446 2.6992
C 2.9530 -6.0566 4.1395
C 3.9782 -5.0220 4.5757
C 3.3572 -3.6619 4.4669
C 3.5604 -2.6662 5.3872
C 2.9967 -1.4029 5.1862
F 3.2196 -0.4587 6.1109
C 2.2636 -1.1018 4.0796
C 2.0597 -2.1035 3.1145
C 1.3996 -1.7828 1.8646
O 0.8565 -0.6430 1.7369
C 1.4385 -2.7854 0.8671
C 1.8492 -4.0505 1.1969
N 2.3252 -4.3898 2.3964
C 2.5601 -3.3915 3.3346
C 0.9745 -2.5198 -0.5315
O 0.4181 -3.3867 -1.1689
O 1.2700 -1.3230 -0.9832
H 1.3137 -7.6251 2.7664
H 0.9197 -6.5985 1.3927
H 0.3935 -6.1338 3.0201
H 3.2818 -6.2093 2.0198
H 3.3583 -7.0650 4.2171
H 2.0810 -5.9978 4.7963
H 4.8535 -5.0697 3.9196
H 4.3208 -5.2051 5.5927
H 4.1668 -2.8397 6.2669
H 1.8543 -0.1146 3.9225
H 1.7601 -4.8394 0.4615
S 0.0536 1.3325 -2.1343
C -0.7061 2.8780 -1.7422
C -0.9119 3.7970 -2.7694
C -1.5104 5.0121 -2.4942
C -1.8888 5.3241 -1.1910
C -1.6816 4.4129 -0.1728
C -1.0951 3.1794 -0.4520
S -0.8948 2.0105 0.8562
H -0.5978 3.5529 -3.7769
H -1.6801 5.7186 -3.2949
H -2.3437 6.2800 -0.9707
H -1.9718 4.6454 0.8446
N 6.2386 0.3707 -1.9467
C 5.4042 0.6737 -1.2196
C 4.3636 1.0612 -0.3073
C 4.6619 1.6686 0.9081
C 3.6190 2.0508 1.7311
C 2.3213 1.7948 1.3359
N 2.0436 1.1929 0.1707
C 3.0395 0.8330 -0.6445
H 5.6917 1.8383 1.1917
H 3.8024 2.5424 2.6753
H 1.4712 2.0821 1.9370
H 2.7684 0.3551 -1.5740
C -2.8490 -2.0065 -1.9629
C -1.6789 -1.3483 -1.6622
N -1.5365 -0.6836 -0.5032
C -2.5353 -0.6857 0.3936
C -3.7410 -1.3263 0.1565
C -3.8946 -1.9832 -1.0564
C -4.8602 -1.2580 1.1333
C -4.9619 -1.7447 2.3723
C -4.0518 -2.6100 3.1478
C -4.4304 -2.9912 4.4321
C -3.5964 -3.8525 5.1188
N -2.4703 -4.3221 4.5890
C -2.2002 -3.8939 3.3603
N -2.9170 -3.0675 2.6144
H -2.9340 -2.5238 -2.9069
H -0.8452 -1.3254 -2.3444
H -2.3769 -0.1257 1.3015
H -4.8253 -2.4891 -1.2806
H -5.7380 -0.7474 0.7508
H -5.8885 -1.5363 2.8945
H -5.3478 -2.6302 4.8755
H -3.8394 -4.1877 6.1205
H -1.2973 -4.2703 2.9074


7
Properties=species:S:1:pos:R:3 method="wB97M-V/def2-TZVPD" lumo_energy_ev="3.26 / 3.28" de_lowest_ev=6.219 orbital_gap_ev="6.1 / 6.4" charge=-1
C -0.3209 -0.0496 -0.1174
N -1.4910 -0.4570 -0.8133
O -1.5045 -2.6423 0.1365
I -3.2122 0.1509 0.0559
H -0.2317 -0.4708 0.8900
H 0.5281 -0.4139 -0.7070
H -0.2421 1.0511 -0.0309


21
Properties=species:S:1:pos:R:3 method="wB97M-V/def2-TZVPD" lumo_energy_ev=-3.92 de_lowest_ev=2.683 orbital_gap_ev=10.4 charge=+1
C -1.1420 1.8984 0.3162
C -2.1079 2.0795 1.5230
H -1.2004 2.5530 -0.6526
H -0.1073 2.0369 0.5643
H -1.2573 0.8974 0.0604
H -1.7260 2.8486 2.3107
H -1.9081 1.2268 2.0901
H -3.1422 2.0721 1.4060
C 2.0102 0.0011 0.2750
C 0.5672 -1.6354 -0.8220
N 1.4388 -1.4467 0.3305
N -0.6334 -2.3676 -0.5494
N 0.8360 -1.3085 -2.0459
H 2.1533 -2.1137 0.4108
H -0.8086 -2.7661 0.3863
H -1.3970 -2.3973 -1.2773
H 1.8160 -1.1260 -2.3987
H 0.0779 -1.3128 -2.8799
H 1.4712 0.5809 1.0455
H 2.0455 0.4430 -0.7786
H 3.0139 -0.1638 0.6859


10
Properties=species:S:1:pos:R:3 method="wB97M-V/def2-TZVPD" lumo_energy_ev=4.19 de_lowest_ev=0.935 orbital_gap_ev=8.8 charge=-1 smiles="C[C@H]1O[P@@]1(=O)[O-]"
C 1.2892 -0.2348 -0.0162
C 0.0566 0.5744 0.1082
O -0.7733 0.7039 -1.1332
P -1.6112 -0.1401 0.0887
O -2.6145 0.6818 0.7316
O -1.8513 -1.5311 -0.1840
H 1.0493 -1.2765 -0.1104
H 1.9837 -0.4396 0.7889
H 2.0088 0.1055 -0.8046
H 0.4628 1.5566 0.5310


8
Properties=species:S:1:pos:R:3 method="wB97M-V/def2-TZVPD" lumo_energy_ev=-0.10 de_lowest_ev=2.233 orbital_gap_ev=9.7 charge=0 smiles="C=PCl.O"
C 2.3484 0.3820 -0.2501
P 0.9255 -0.0282 0.5081
Cl 0.4550 -1.8714 -0.0696
H 2.8886 -0.3300 -0.8309
H 2.8520 1.4714 -0.0926
O -2.9144 -0.6272 0.1999
H -3.6028 -0.7535 0.9303
H -2.0017 -0.3651 0.5071


59
Properties=species:S:1:pos:R:3 method="wB97M-V/def2-TZVPD" lumo_energy_ev="-4.39 / -2.83" spin_multiplicity=5 de_lowest_ev=0.000 orbital_gap_ev="7.3 / 8.8" charge=+1 s_squared=6.196
Mn -0.4429 -1.7770 -0.7250
H -1.4126 -2.8867 -0.0804
C 0.3724 2.5317 0.1144
N -0.1729 1.9784 1.3461
C -0.3740 3.0202 2.3189
P -1.1171 0.6563 1.5895
O -1.0009 -0.2163 0.4320
N -0.4004 0.1107 2.9930
C 1.0949 0.2834 3.0866
C -0.8844 -1.0960 3.7330
N -2.6869 0.9538 1.9409
C -2.9983 1.5034 3.2407
C -3.6104 1.1364 0.7903
H 1.5096 2.5407 0.1428
H -0.0220 3.5358 0.0076
H 0.2505 1.8872 -0.7278
H -1.2807 3.5462 2.0208
H 0.4610 3.7075 2.2614
H -0.3802 2.6716 3.3308
H 1.3666 1.1823 2.4622
H 1.5305 -0.6155 2.6243
H 1.3161 0.3786 4.1083
H -0.6218 -2.0377 3.1728
H -1.9618 -1.0392 3.8654
H -0.3244 -1.1545 4.6891
H -3.7779 0.9586 3.6768
H -3.2624 2.5838 3.2133
H -2.1422 1.5309 3.8940
H -3.1386 1.8045 0.0743
H -4.4608 1.6207 1.1932
H -3.7142 0.1270 0.2552
O 1.4222 0.7046 -3.1136
C 1.9595 0.0589 -2.2401
N 1.2846 -0.8513 -1.4342
C 2.0513 -1.3147 -0.4212
O 1.6034 -2.2012 0.2750
C 3.3315 -0.5059 -0.4555
C 4.2255 -0.4057 0.5174
C 5.2999 0.5562 0.3245
C 5.3592 1.2605 -0.8414
C 4.3412 1.1915 -1.8348
C 3.3220 0.2866 -1.5762
H 4.2411 -0.8838 1.4261
H 6.0309 0.7587 1.1521
H 6.1400 2.0649 -1.0165
H 4.3301 1.7842 -2.7074
C -2.6159 -0.9569 -3.3137
As -1.3262 -2.4028 -2.9840
C -0.2751 -2.3180 -4.6580
C -2.3457 -4.0611 -3.1465
H -2.7522 -0.9187 -4.3881
H -2.1266 -0.0608 -2.8981
H -3.5634 -1.2919 -2.9378
H -0.7142 -2.9915 -5.3324
H 0.7606 -2.5855 -4.6173
H -0.3273 -1.3765 -5.1699
H -2.8729 -3.9237 -4.1077
H -2.9600 -4.2102 -2.3314
H -1.5370 -4.8323 -3.2138


Largest force on an atom? In order: 0.4; 0.5; 4.8; 2.1; 2.6; 8.1; 0.7; 1.1; 5.8; 4.3; 3.2; 4.7 eV/A.